Density functional theory data (ωB97M-V/def2-TZVPD) for C8H10 in the gas phase at a distorted geometry.

Output
Structure (SMILES): CC1=C[C@]1(C)C1C=C1
Energy (eV): -8451.05996
Frontier orbital gap (eV): 9.4
Total charge: 0
F_max (eV/Å): 4.776
E_LUMO (eV): 0.4
HOMO level (eV): -8.9
ΔE to the lowest compared entry with this formula, charge and spin (kcal/mol): 166.25

Each line ends with the Mulliken charge.
CARTESIAN COORDINATES (ANGSTROEM)
C (-1.60792, 1.10530, -0.68598)  -0.36
C (-2.42000, -0.00277, -0.80241)  -0.29
C (1.43168, -0.91323, -0.48983)  -0.79
C (1.34595, 0.06606, 0.35062)  0.26
C (1.77185, 1.48493, 0.08962)  -1.20
C (-0.39611, -1.50180, 1.23043)  -1.60
C (-0.88022, -0.14747, -1.00105)  -0.32
C (0.08478, -0.69428, 0.04122)  0.95
H (-1.71280, 1.77374, 0.11206)  0.31
H (-3.14329, -0.37147, -0.07931)  0.28
H (1.80087, -1.02225, -1.52710)  0.33
H (0.95662, 2.21431, -0.02361)  0.28
H (2.42818, 1.52251, -0.80452)  0.29
H (2.40804, 1.86581, 0.85780)  0.39
H (-0.94377, -2.36617, 0.82507)  0.37
H (-1.08246, -0.93277, 1.85172)  0.37
H (0.29594, -1.92585, 1.98672)  0.37
H (-0.33733, -0.15459, -1.93145)  0.36

Cartesian forces (eV/Å) of the 3 atoms listed first:
-3.12 -3.61 -0.19
3.75 2.44 0.48
0.51 -0.85 -1.55



Density functional theory data (ωB97M-V/def2-TZVPD) for 2 unconnected molecules or ions with the total composition C3H7N3OS at a distorted geometry.

Output
Energy (eV): -20571.34367
Frontier orbital gap (eV): 9.0
Total charge: 0
F_max (eV/Å): 5.116
E_LUMO (eV): 0.2
HOMO level (eV): -8.8
ΔE to the lowest compared entry with this formula, charge and spin (kcal/mol): 157.74

Each line ends with the Mulliken charge.
CARTESIAN COORDINATES (ANGSTROEM)
C (-2.25496, 0.09085, 0.06714)  0.29
C (-0.93043, -0.61235, -0.06801)  -0.28
C (2.47687, -0.39861, 0.52100)  0.19
H (-1.45976, 2.15098, 0.38401)  0.26
H (-3.35525, 2.04181, -0.04485)  0.27
H (-0.97803, -1.49486, 0.69455)  0.26
H (-0.85859, -1.26258, -1.01532)  0.32
H (1.53583, -0.17978, -1.47049)  0.28
H (2.33904, -0.82627, 1.92579)  0.25
H (4.02433, 0.01570, -1.04492)  0.22
N (-2.31849, 1.53057, 0.14105)  -0.49
N (1.40459, -0.20342, -0.32927)  -0.38
N (3.74087, -0.22351, 0.10553)  -0.63
O (0.14889, 0.27742, 0.05660)  -0.26
S (-3.51492, -0.90594, 0.07719)  -0.31

Cartesian forces (eV/Å) of the 3 atoms listed first:
0.34 3.32 -0.15
0.44 -2.96 0.17
3.56 0.48 0.78



Density functional theory data (ωB97M-V/def2-TZVPD) for a molecular structure, C7H16N2 at a distorted geometry.

Output
Energy (eV): -10487.45426
Frontier orbital gap (eV): 8.4
Total charge: 0
F_max (eV/Å): 5.015
E_LUMO (eV): 0.1
HOMO level (eV): -8.3
ΔE to the lowest compared entry with this formula, charge and spin (kcal/mol): 272.19

Each line ends with the Mulliken charge.
CARTESIAN COORDINATES (ANGSTROEM)
C (-3.15730, -0.94880, 0.60442)  -0.77
C (-2.25783, -0.77911, -0.75905)  -0.23
C (-1.17094, 0.26942, -0.41274)  -0.02
C (-1.49511, 1.72099, 0.18257)  -0.69
C (2.27847, 0.28506, 0.18309)  0.38
C (2.67658, -0.37384, -1.08700)  -1.25
C (2.20294, -0.77276, 1.31670)  -1.06
H (-2.26075, -0.43278, 1.84234)  0.18
H (-3.34736, -2.51432, 0.60644)  0.23
H (-4.43239, -0.16492, 0.41467)  0.21
H (-2.90668, -0.39307, -1.57396)  0.27
H (-1.64538, -1.74518, -1.15230)  0.29
H (-2.01208, 1.37356, 1.47150)  0.11
H (-0.47743, 2.43461, 0.11800)  0.34
H (-2.49650, 2.22191, -0.40361)  0.29
H (0.69637, 1.47775, 0.96835)  0.38
H (3.17067, 0.90200, 0.60444)  0.14
H (3.54951, -1.02551, -1.03978)  0.37
H (3.03001, 0.08148, -2.04572)  0.30
H (1.80180, -1.02078, -1.41476)  0.27
H (3.12204, -1.68071, 1.45801)  0.26
H (1.26725, -1.32440, 0.89112)  0.27
H (2.10436, -0.36601, 2.31803)  0.30
N (0.01275, -0.05066, -0.51905)  -0.20
N (0.89807, 0.87502, 0.05752)  -0.37

Cartesian forces (eV/Å) of the 3 atoms listed first:
-0.25 -1.28 -0.12
0.97 0.10 0.71
-3.77 2.37 0.36



Density functional theory data (ωB97M-V/def2-TZVPD) for 2 unconnected molecules or ions with the total composition C4H8O3.

Output
Energy (eV): -10416.06832
Frontier orbital gap (alpha / beta) (eV): 7.4 / 7.4
Total charge: 0
F_max (eV/Å): 0.348
E_LUMO (alpha / beta) (eV): -2.3 / -2.3
HOMO level (alpha / beta) (eV): -9.7 / -9.7
ΔE to the lowest compared entry with this formula, charge and spin (kcal/mol): 113.81

Each line ends with the Mulliken charge.
CARTESIAN COORDINATES (ANGSTROEM)
C (-0.91054, -1.31718, 1.30174)  -0.70
O (1.23026, -1.04958, 0.60209)  -0.66
C (1.45350, 0.12350, 0.18489)  0.61
O (2.29937, 0.94384, 0.54486)  -0.69
C (0.52679, 0.62374, -0.99690)  0.39
C (-0.90857, 0.29685, -0.72294)  -0.89
O (0.69429, 2.00015, -1.13499)  -0.58
H (-0.15302, -1.10214, 2.04004)  0.31
H (-0.92251, -2.33114, 0.91658)  0.30
H (-1.87870, -0.84176, 1.44577)  0.41
H (0.88054, 0.07671, -1.88561)  0.21
H (-0.85355, -0.63733, -0.02057)  0.21
H (-1.52187, -0.06688, -1.55167)  0.35
H (-1.40067, 1.09846, -0.16934)  0.35
H (1.46467, 2.18276, -0.55396)  0.37

Cartesian forces (eV/Å) of the 3 atoms listed first:
-0.17 -0.04 0.15
0.07 0.32 -0.13
0.15 -0.05 0.01



Density functional theory data (ωB97M-V/def2-TZVPD) for 4 unconnected molecules or ions with the total composition C5H16O3 at a distorted geometry.

Output
Energy (eV): -11576.55288
Frontier orbital gap (alpha / beta) (eV): 10.2 / 6.2
Total charge: +1
Spin multiplicity: 2
F_max (eV/Å): 6.173
E_LUMO (alpha / beta) (eV): -4.1 / -8.0
Expectation value of S²: 0.752
HOMO level (alpha / beta) (eV): -14.3 / -14.2
ΔE to the lowest compared entry with this formula, charge and spin (kcal/mol): 26.64

Each line ends with the Löwdin spin population.
CARTESIAN COORDINATES (ANGSTROEM)
C (0.05809, -1.26631, 1.31976)  0.06
C (0.14736, -0.77232, -0.05890)  0.30
C (0.58970, 0.45459, -0.33080)  0.38
C (0.96970, 0.81775, -1.75113)  0.07
C (-0.42747, -1.80604, -0.99468)  0.03
H (-0.12807, -2.27524, 1.25442)  0.00
H (-0.85560, -0.72863, 1.78049)  0.04
H (0.87787, -1.15118, 1.91955)  0.01
H (1.03209, 1.20332, 0.36613)  0.01
H (1.89130, 0.14290, -2.04188)  0.04
H (0.14469, 0.43832, -2.39506)  0.02
H (1.11129, 1.84425, -1.73342)  0.00
H (-1.28884, -1.35321, -1.48235)  0.01
H (-0.79406, -2.55887, -0.50015)  0.00
H (0.27377, -2.11549, -1.75892)  0.02
H (2.30955, -2.05917, 0.44946)  0.00
H (3.24691, -3.24200, 0.27650)  0.00
O (2.41012, -3.02171, 0.57967)  0.00
H (-1.68135, 3.09751, 1.48555)  0.00
H (-0.28248, 3.46933, 1.75911)  0.00
O (-0.99750, 2.95865, 2.06765)  0.00
H (-3.08983, 3.21391, -0.52270)  0.00
H (-3.00744, 2.05865, 0.41735)  0.00
O (-2.50981, 2.65100, -0.10563)  0.00

Cartesian forces (eV/Å) of the 3 atoms listed first:
-2.53 1.79 -0.61
-2.15 -4.16 1.80
3.38 3.76 -2.73



Density functional theory data (ωB97M-V/def2-TZVPD) for a molecular structure, C39H36ClCoN3Si2 at a distorted geometry.

Output
Energy (eV): -111393.97736
Frontier orbital gap (alpha / beta) (eV): 5.8 / 6.8
Total charge: +1
Spin multiplicity: 5
F_max (eV/Å): 5.146
E_LUMO (alpha / beta) (eV): -2.8 / -3.7
Expectation value of S²: 6.041
HOMO level (alpha / beta) (eV): -8.6 / -10.5
ΔE to the lowest compared entry with this formula, charge and spin (kcal/mol): 44.13

Each line ends with the Löwdin spin population.
CARTESIAN COORDINATES (ANGSTROEM)
C (-2.08579, 4.08645, -0.34473)  0.07
C (-0.78769, 3.99801, 0.24239)  0.07
C (0.13140, 3.63385, -0.78034)  0.06
H (-0.52752, 4.25434, 1.26470)  0.01
C (-0.59714, 3.44347, -1.98958)  0.03
C (-1.96112, 3.77596, -1.72660)  0.11
H (-2.75173, 3.88661, -2.46344)  0.01
H (-2.99294, 4.42120, 0.15204)  0.01
H (1.20765, 3.57828, -0.66512)  0.01
H (-0.16409, 3.19731, -2.96019)  0.01
Co (-1.31177, 2.25878, -0.58346)  2.42
Si (1.38325, 0.26548, -0.93388)  0.13
C (2.31826, -0.52453, 0.53990)  0.04
C (2.61113, -1.89095, 0.59592)  0.00
H (2.15717, -2.58806, -0.11452)  0.00
C (3.50359, -2.38529, 1.55351)  0.00
H (3.71714, -3.45516, 1.58661)  0.00
C (4.11578, -1.51991, 2.46187)  0.00
H (4.81272, -1.90887, 3.20758)  0.00
C (3.83982, -0.15369, 2.39718)  0.00
H (4.31208, 0.53194, 3.10079)  0.00
C (2.93747, 0.33989, 1.44936)  0.00
H (2.72818, 1.41189, 1.40543)  0.00
C (2.87788, -0.04176, -2.11079)  0.04
C (3.88491, 0.92334, -2.21252)  0.00
H (3.71982, 1.91710, -1.79483)  0.00
C (5.11606, 0.60778, -2.80766)  0.00
H (5.91077, 1.35474, -2.83559)  0.00
C (5.33675, -0.66245, -3.35118)  0.00
H (6.30350, -0.91560, -3.80053)  0.00
C (4.31287, -1.61108, -3.31351)  0.00
H (4.45329, -2.59875, -3.75184)  0.00
C (3.09541, -1.29521, -2.68894)  0.00
H (2.31821, -2.06685, -2.66062)  0.00
H (1.44601, 1.70449, -0.73371)  0.01
Si (-1.18313, -2.79169, 0.99475)  0.02
C (-0.57113, -2.04265, -0.61673)  0.10
C (-0.40997, -0.61566, -0.91189)  0.20
H (-1.04846, 0.08498, -0.33107)  0.03
C (-0.03622, -0.23762, -2.27998)  0.22
H (-0.16619, 0.79343, -2.64936)  0.01
C (0.03668, -1.25202, -3.28603)  -0.01
H (0.27637, -0.94000, -4.30842)  0.00
C (-0.21332, -2.56728, -2.97377)  0.16
H (-0.20043, -3.32679, -3.75643)  0.01
C (-0.47228, -2.95772, -1.64783)  0.04
H (-0.64999, -4.01779, -1.43673)  0.00
C (-0.22040, -2.21927, 2.48339)  0.00
C (0.04438, -0.85858, 2.61002)  0.00
H (-0.20830, -0.18976, 1.78551)  0.00
C (0.65710, -0.35179, 3.75041)  0.00
H (0.83677, 0.71887, 3.84261)  0.00
C (1.09656, -1.22603, 4.74726)  0.00
H (1.60891, -0.82533, 5.62423)  0.00
C (0.88070, -2.59958, 4.61023)  0.00
H (1.23536, -3.28567, 5.38389)  0.00
C (0.21879, -3.09587, 3.48104)  0.00
H (0.03483, -4.16661, 3.36112)  0.00
H (-1.10572, -4.18559, 0.92801)  0.00
Cl (-3.13467, -2.15288, 1.29054)  0.01
N (-4.23239, 1.14164, 0.31211)  0.01
C (-3.37839, 1.34147, 1.38882)  0.01
C (-3.94651, 1.17516, 2.66096)  0.00
C (-3.14136, 1.28075, 3.78864)  0.01
C (-1.80090, 1.62639, 3.57544)  0.00
C (-1.31462, 1.84108, 2.29826)  0.01
N (-2.06956, 1.64209, 1.16310)  0.05
C (-3.87946, 0.71251, -0.96768)  0.01
C (-4.74702, -0.19158, -1.59497)  0.01
C (-4.49336, -0.59396, -2.89946)  0.00
C (-3.41419, 0.01912, -3.55000)  0.01
C (-2.64797, 0.96324, -2.89096)  0.01
N (-2.74981, 1.20105, -1.54319)  0.07
H (-5.17502, 0.88210, 0.58314)  0.00
H (-5.01014, 0.92995, 2.71703)  0.00
H (-3.53380, 1.10080, 4.79112)  0.00
H (-1.11724, 1.72051, 4.42078)  0.00
H (-0.28307, 2.17127, 2.13703)  0.00
H (-5.58448, -0.57289, -1.00451)  0.00
H (-5.11122, -1.34312, -3.39556)  0.00
H (-3.15630, -0.23615, -4.57766)  0.00
H (-1.89077, 1.52471, -3.44088)  0.00

Cartesian forces (eV/Å) of the 3 atoms listed first:
-0.23 1.77 -0.42
0.96 2.04 0.08
0.56 1.51 0.61